Here is 2 unconnected molecules or ions with the total composition C13H32BN4O2S3 in a non-equilibrium geometry from OMol25. Energies are from ωB97M-V/def2-TZVPD.

Values from the calculation:
LUMO energy, eV: -4.5
HOMO-LUMO gap, eV: 6.06
HOMO energy, Ha: -0.389
Electronic energy, eV: -57226.5050
Charge: +1

Last column: Löwdin charge in e.
CARTESIAN COORDINATES (ANGSTROEM)
S: -0.34 1.69 -4.89  0.608
S: 1.10 -1.96 2.51  1.099
S: -1.73 2.99 -2.51  0.823
O: 5.04 -1.66 1.53  0.009
O: 0.28 0.81 2.59  -0.030
N: -1.60 -0.81 3.27  0.119
N: 5.23 -1.23 3.74  0.152
N: 5.84 -3.25 2.92  0.162
N: -1.08 0.04 -2.83  -0.243
C: -1.05 1.45 -3.32  -0.976
C: 1.69 -1.40 -0.34  -0.213
C: 1.19 3.18 -0.20  -0.143
C: 5.35 -2.02 2.66  -0.733
C: -2.36 -0.69 -2.99  -0.199
C: 0.82 -1.37 -1.76  -0.136
C: -3.74 0.16 -2.93  -0.191
C: -0.35 -0.19 -1.54  -0.204
C: -1.53 2.98 -0.65  -0.502
C: -3.73 -0.28 -0.20  -0.157
C: 1.16 -2.53 0.72  -0.364
C: -0.26 3.93 -0.11  -0.280
C: -4.23 0.65 -1.45  -0.242
B: -0.17 -0.61 2.80  -0.620
H: 1.51 -0.35 0.17  0.097
H: -1.96 0.14 3.53  0.105
H: 0.26 0.79 -1.29  0.106
H: 1.33 2.36 0.66  0.065
H: 4.86 -0.30 3.59  0.113
H: 6.10 -3.57 3.84  0.106
H: -1.50 1.93 -0.14  0.050
H: 1.95 -3.42 0.69  0.129
H: -0.49 4.09 1.05  0.117
H: -1.00 -0.57 -0.64  0.101
H: 2.84 -1.50 -0.57  0.132
H: -2.34 -1.61 -2.22  0.124
H: 0.31 -2.43 -1.95  0.124
H: -4.60 -0.56 -3.33  0.130
H: 2.36 -1.31 2.73  0.055
H: -3.98 1.77 -1.18  0.077
H: 1.45 2.73 -1.27  0.087
H: 2.02 4.01 0.02  0.094
H: -2.33 -1.22 -4.06  0.140
H: -0.14 1.12 1.72  0.082
H: 5.94 -3.88 2.13  0.118
H: -3.60 -1.42 -0.45  0.079
H: -5.42 0.59 -1.45  0.121
H: 5.48 -1.51 4.67  0.106
H: -0.30 4.99 -0.61  0.117
H: 1.52 -1.15 -2.68  0.129
H: -2.78 0.18 0.35  0.041
H: -3.79 1.10 -3.64  0.111
H: -2.23 -1.15 2.50  0.087
H: -2.50 3.52 -0.20  0.099
H: 0.13 -2.99 0.37  0.125
H: -4.60 -0.23 0.62  0.090